Entry 1:
{
  "formula": "C2HNO2S",
  "method": "the ωB97M-V functional and the def2-TZVPD basis",
  "elements": ["S", "O", "O", "N", "C", "C", "H"],
  "xyz": [[-0.484456, -1.612378, -0.986648], [2.034919, 1.407191, 0.340243], [2.002124, -0.894200, 0.242604], [-2.238967, 0.402913, -0.131173], [-1.437705, -0.504582, -0.455338], [2.074180, 0.256111, 0.342851], [-1.950093, 0.944942, 0.647461]],
  "forces_ev_per_angstrom": [[0.8, -2.0, -1.2], [0.3, 0.9, 0.4], [0.8, -0.2, 0.5], [-1.4, -0.2, -1.3], [-0.3, 1.2, 0.9], [-0.7, -0.6, -0.7], [0.4, 0.9, 1.4]],
  "nbo_charge": [0.344, -0.512, -0.512, -0.454, -0.213, 1.020, 0.328],
  "charge": 0,
  "multiplicity": 3,
  "e_above_lowest_ev": 0.000,
  "e_lumo_ev": [0.391, -3.379],
  "homo_lumo_gap_ha": [0.2291, 0.2498],
  "homo_ev": [-5.84, -10.18]
}

---

Entry 2:
{
  "formula": "C5H11NO",
  "method": "the ωB97M-V functional and the def2-TZVPD basis",
  "elements": ["O", "N", "C", "C", "C", "C", "C", "H", "H", "H", "H", "H", "H", "H", "H", "H", "H", "H"],
  "xyz": [[-0.909555, 0.342322, -1.663926], [0.264674, -0.845249, -0.104957], [-2.054671, -0.990737, 0.370927], [-0.670052, 1.430535, 0.432334], [1.818036, -0.168221, -0.563832], [-0.652408, 0.139841, -0.341028], [2.857539, -0.084584, 0.254837], [0.390129, -1.050365, 0.881141], [-2.932113, -0.500308, -0.049117], [3.872506, 0.065153, -0.112995], [-2.014934, -2.018655, 0.015705], [-0.415049, 1.268301, 1.480048], [-2.030275, -0.915963, 1.457349], [2.764644, -0.259965, 1.324273], [0.041078, 2.136836, -0.003045], [-1.661902, 1.885040, 0.366311], [1.906737, 0.018326, -1.632436], [-0.574382, -0.452307, -2.111591]],
  "forces_ev_per_angstrom": [[0.6, 0.0, -0.7], [7.0, 1.2, -1.6], [0.9, 2.7, -1.1], [-0.1, 0.2, -0.2], [-2.1, -1.8, 1.0], [-5.2, -2.2, 2.4], [-0.4, -0.4, 0.1], [-0.1, 0.1, -0.1], [-0.2, -0.1, 0.3], [-0.3, 0.4, 0.0], [0.5, 0.1, -0.1], [0.0, 0.0, -0.1], [-0.1, -0.1, 0.0], [0.0, -0.1, -0.1], [0.1, 0.0, 0.0], [0.1, -0.1, 0.1], [-0.3, -0.1, 0.2], [-0.3, 0.2, 0.0]],
  "nbo_charge": [-0.705, -0.651, -0.681, -0.667, -0.050, 0.495, -0.457, 0.377, 0.198, 0.213, 0.204, 0.214, 0.187, 0.196, 0.224, 0.229, 0.193, 0.482],
  "charge": 0,
  "e_above_lowest_ev": 3.964,
  "e_lumo_ev": 0.953,
  "homo_lumo_gap_ha": 0.3412,
  "homo_ev": -8.33
}

---

Entry 3:
{
  "formula": "C6H11NS2",
  "method": "the ωB97M-V functional and the def2-TZVPD basis",
  "elements": ["S", "S", "N", "C", "C", "C", "C", "C", "C", "H", "H", "H", "H", "H", "H", "H", "H", "H", "H", "H"],
  "xyz": [[2.170329, 0.799239, 3.923961], [1.245542, 2.355535, 2.987237], [-1.436583, -0.374046, 3.347847], [-1.103448, -1.483529, 2.615763], [-2.429625, 0.329775, 2.718281], [-2.740789, -0.347130, 1.551733], [-1.904655, -1.490390, 1.487096], [3.878665, 0.980641, 3.366766], [0.871848, 1.655386, 1.364917], [3.973639, 0.860903, 2.274399], [-1.005642, -0.109154, 4.237033], [-2.831152, 1.247650, 3.147696], [-1.883374, -2.245503, 0.701319], [0.232005, 0.760945, 1.449668], [-0.329731, -2.172598, 2.954334], [1.785491, 1.383102, 0.810183], [4.472345, 0.192679, 3.859985], [0.327670, 2.424114, 0.790864], [-3.494664, -0.042349, 0.825878], [4.292941, 1.962762, 3.650359]],
  "forces_ev_per_angstrom": [[0.1, 0.0, 0.0], [-0.1, -0.1, -0.1], [0.3, 0.2, 0.6], [-0.1, -0.1, -0.2], [-0.1, -0.1, -0.2], [-0.2, 0.5, 0.2], [0.4, -0.3, 0.1], [0.6, 0.1, -0.2], [-0.2, -0.4, -0.6], [-0.1, 0.0, 0.5], [-0.3, -0.2, -0.8], [0.2, -0.4, -0.2], [0.0, 0.3, 0.3], [0.2, 0.4, 0.1], [-0.3, 0.3, -0.2], [-0.3, 0.2, 0.3], [-0.3, 0.3, -0.2], [0.2, -0.2, 0.3], [0.3, -0.1, 0.3], [-0.3, -0.4, 0.0]],
  "nbo_charge": [0.075, 0.090, -0.511, -0.083, -0.082, -0.312, -0.314, -0.758, -0.764, 0.218, 0.420, 0.216, 0.224, 0.239, 0.217, 0.215, 0.229, 0.231, 0.224, 0.225],
  "charge": 0,
  "e_above_lowest_ev": 0.000,
  "e_lumo_ev": 0.701,
  "homo_lumo_gap_ha": 0.3292,
  "homo_ev": -8.26
}

---

Entry 4:
{
  "formula": "C52H36Br3CoF3NO5S2",
  "method": "the ωB97M-V functional and the def2-TZVPD basis",
  "elements": ["Br", "Br", "Br", "Co", "S", "S", "F", "F", "F", "O", "O", "O", "O", "O", "N", "C", "C", "C", "C", "C", "C", "C", "C", "C", "C", "C", "C", "C", "C", "C", "C", "C", "C", "C", "C", "C", "C", "C", "C", "C", "C", "C", "C", "C", "C", "C", "C", "C", "C", "C", "C", "C", "C", "C", "C", "C", "C", "C", "C", "C", "C", "C", "C", "C", "C", "C", "C", "H", "H", "H", "H", "H", "H", "H", "H", "H", "H", "H", "H", "H", "H", "H", "H", "H", "H", "H", "H", "H", "H", "H", "H", "H", "H", "H", "H", "H", "H", "H", "H", "H", "H", "H", "H"],
  "xyz": [[-4.426470, -4.203770, 4.404196], [1.204223, -5.193785, 2.201812], [-0.735422, 0.052960, 4.813556], [-0.305688, -0.881324, 0.063653], [2.449090, -0.031682, -0.125416], [0.609833, 3.028146, 0.084839], [-2.036819, 1.177479, -0.224977], [-0.503081, 1.078184, -1.756752], [-2.204407, -0.242616, -1.831752], [0.449109, -2.225460, -1.200176], [0.719654, -2.557406, 0.930881], [-0.720617, -0.284280, 1.754468], [2.953194, 0.984773, 0.819926], [-0.180125, 4.087089, -0.598713], [-1.853565, -2.108983, 0.249302], [2.113321, -0.212168, -2.843690], [-1.152253, 4.086443, 3.536098], [4.772910, -3.276477, 0.413482], [4.110537, 5.050699, 0.606952], [2.399227, 0.676778, -1.779148], [-3.234388, -2.994751, 3.563341], [4.963721, 4.432688, -0.345828], [1.179135, 2.757385, 2.824770], [-0.633140, 3.831565, 5.986974], [-2.466743, -2.935732, -0.574262], [5.799446, -1.981875, -1.318524], [2.830444, 4.617846, 0.770491], [2.475422, -6.760325, -1.380285], [-1.671739, -1.170924, 3.735204], [1.955016, 4.413142, -4.797570], [1.338530, -4.341741, -0.575662], [0.803788, -2.992240, -0.234530], [-2.214120, -2.995805, -2.050686], [2.239841, 2.543866, -3.286328], [6.307442, 4.850475, -0.507044], [6.631042, 3.195963, -2.217225], [-1.475819, -1.142154, 2.367621], [2.530227, 2.019726, -1.977624], [-3.426458, -3.845267, -0.061430], [6.908816, -4.128304, -0.599030], [-0.305084, 3.619971, 4.534404], [-3.059278, -3.031599, 2.160441], [2.336919, 3.554233, -0.017088], [-1.321795, 0.331018, -0.978856], [0.861690, 2.955800, 4.157637], [2.169689, -6.546674, -0.047120], [-3.712044, -3.909349, 1.266751], [4.779346, -1.049127, -1.238707], [1.633840, -4.588561, -1.917664], [3.093957, 2.977426, -0.988812], [4.458272, 3.389668, -1.156768], [5.803923, -3.113790, -0.506820], [1.602705, -5.345392, 0.357759], [2.231490, 3.937298, -3.547726], [7.123918, 4.250759, -1.420668], [-2.545614, -2.092904, 4.328010], [0.325008, 3.251425, 1.846610], [-2.154542, -2.123848, 1.592437], [5.336477, 2.779911, -2.091331], [1.923012, 1.662508, -4.344051], [3.742041, -1.249849, -0.338741], [1.673655, 3.527459, -5.857501], [-0.843816, 3.907304, 2.194138], [3.747930, -2.350224, 0.509491], [2.200715, -5.780716, -2.323943], [1.900432, 0.265526, -4.096223], [1.652425, 2.182000, -5.631529], [7.484217, -4.005679, -1.515432], [-2.067899, 4.598419, 3.808235], [2.964922, -2.477318, 1.244353], [-1.710306, 3.885432, 6.142297], [2.071335, -1.271759, -2.646838], [2.367050, -7.310709, 0.691540], [1.419039, 1.489215, -6.430997], [2.176728, 5.086642, 1.492867], [-3.088176, -2.604268, -2.573553], [4.974443, 1.973042, -2.714115], [-4.435652, -4.618213, 1.645321], [4.768266, -4.140803, 1.067801], [1.691781, -0.412858, -4.914768], [7.285388, 2.711309, -2.930444], [6.509328, -5.142596, -0.575815], [-2.094426, -4.041075, -2.339779], [4.494035, 5.872356, 1.199648], [1.410964, -3.811455, -2.635698], [6.605306, -1.829353, -2.026446], [1.941678, 5.480614, -4.973350], [-0.239198, 3.022546, 6.601447], [-0.199033, 4.764729, 6.352850], [1.466078, 3.918559, -6.845000], [2.420531, 4.631684, -2.740344], [8.147211, 4.582287, -1.539287], [6.674442, 5.657669, 0.115369], [4.793182, -0.171772, -1.870400], [2.924172, -7.698608, -1.679286], [2.428549, -5.944997, -3.368301], [-1.341850, -2.438751, -2.358686], [-3.923251, -4.498991, -0.764934], [7.595153, -4.026922, 0.243930], [1.531385, 2.579829, 4.922336], [2.077111, 2.225081, 2.547678], [-2.673214, -2.077407, 5.401102], [-1.489274, 4.286007, 1.412359]],
  "forces_ev_per_angstrom": [[0.0, 0.0, 0.0], [0.0, 0.0, 0.0], [-0.1, -0.1, 0.0], [-0.2, -2.6, 0.2], [-0.3, 0.5, -0.2], [0.3, 0.2, 0.3], [0.0, 0.1, 0.0], [-0.1, -0.2, -0.1], [0.1, -0.1, 0.1], [0.1, 0.3, -0.1], [-0.2, 0.2, -0.1], [0.4, 0.9, -0.3], [0.0, -0.3, 0.2], [-0.1, -0.1, -0.1], [0.2, 0.6, 0.2], [-0.1, 0.0, 0.0], [0.0, 0.0, 0.0], [0.0, 0.0, 0.0], [0.0, -0.1, -0.1], [0.2, -0.3, 0.0], [0.0, 0.0, 0.0], [-0.1, 0.0, 0.1], [0.0, 0.0, 0.0], [0.0, 0.0, 0.0], [0.0, -0.1, -0.1], [0.0, 0.0, 0.0], [0.0, 0.0, 0.0], [0.0, 0.0, 0.0], [-0.1, -0.1, 0.1], [0.0, 0.0, 0.0], [0.0, 0.0, 0.0], [0.2, 0.1, -0.3], [0.0, 0.1, 0.0], [-0.1, 0.0, 0.0], [0.0, 0.0, 0.0], [0.0, 0.0, 0.0], [-0.2, -0.2, 0.0], [0.2, 0.0, -0.3], [0.0, 0.0, 0.1], [0.0, 0.0, 0.0], [0.0, 0.0, 0.0], [0.0, 0.0, 0.1], [-0.3, 0.4, 0.1], [0.1, 0.4, 0.0], [0.0, 0.1, 0.0], [0.0, 0.0, 0.0], [0.0, 0.0, -0.1], [0.0, 0.0, 0.0], [0.0, 0.0, 0.0], [0.2, 0.2, 0.0], [-0.1, 0.0, 0.1], [0.0, 0.0, 0.0], [0.0, 0.0, 0.0], [0.1, 0.0, 0.1], [0.0, 0.0, 0.0], [0.0, -0.1, -0.1], [0.1, 0.1, 0.0], [-0.1, 0.1, 0.1], [-0.1, 0.0, 0.0], [0.0, -0.1, 0.0], [-0.1, -0.1, 0.0], [0.0, 0.0, 0.0], [0.0, 0.1, 0.0], [0.1, 0.0, 0.1], [0.0, 0.0, 0.0], [0.0, 0.0, 0.1], [0.0, 0.0, 0.0], [0.0, 0.0, 0.0], [0.0, 0.0, 0.0], [0.0, 0.0, 0.0], [0.0, 0.0, 0.0], [-0.1, -0.1, 0.0], [0.0, 0.0, 0.0], [0.0, 0.0, 0.0], [0.0, 0.0, 0.0], [0.0, 0.0, 0.0], [-0.1, 0.0, 0.0], [0.0, 0.0, 0.0], [0.0, 0.0, 0.0], [0.0, 0.0, 0.0], [0.0, 0.0, 0.0], [0.0, 0.0, 0.0], [0.0, 0.0, 0.0], [0.0, 0.0, 0.0], [0.0, 0.0, 0.0], [0.0, 0.0, 0.0], [0.0, 0.0, 0.0], [0.0, 0.0, 0.0], [0.0, 0.0, 0.0], [0.0, 0.0, 0.0], [0.0, 0.0, 0.0], [0.0, 0.0, 0.0], [0.0, 0.0, 0.0], [0.0, 0.0, 0.0], [0.0, 0.0, 0.0], [0.0, 0.0, 0.0], [0.0, 0.0, 0.0], [0.0, 0.0, 0.0], [0.0, 0.0, 0.0], [0.0, 0.0, 0.0], [0.1, 0.0, 0.0], [0.0, 0.0, 0.0], [0.0, 0.0, 0.0]],
  "mulliken_charge": [-0.237, -0.132, -0.119, 0.828, 1.349, 1.233, -0.229, -0.057, -0.194, -0.755, -0.620, 0.198, -0.727, -0.930, 0.393, -0.771, -0.719, -0.806, -1.308, 1.210, -0.129, 0.947, 0.254, -1.656, 1.460, -1.058, -0.982, -0.550, -0.280, -0.811, -0.045, 1.609, -1.711, 1.019, -1.109, -1.143, 0.113, -0.229, -1.012, -1.609, 1.251, 0.555, 0.589, 0.676, -1.227, -0.639, -0.956, -0.109, -0.495, 0.042, 0.942, 1.007, 0.236, -1.022, -0.594, -0.475, -0.098, 0.084, -0.722, 0.930, 0.270, -0.703, -0.774, -1.020, -1.129, -1.222, -0.958, 0.376, 0.361, 0.733, 0.407, 0.294, 0.465, 0.470, 0.681, 0.427, 0.359, 0.372, 0.441, 0.408, 0.448, 0.369, 0.500, 0.395, 0.432, 0.392, 0.438, 0.340, 0.327, 0.392, 0.480, 0.402, 0.447, 0.209, 0.433, 0.435, -0.080, 0.566, 0.317, 0.348, 0.494, 0.447, 0.553],
  "charge": 0,
  "e_above_lowest_ev": 1.079,
  "e_lumo_ev": [-0.889, -0.891],
  "homo_lumo_gap_ha": [0.2548, 0.2547],
  "homo_ev": [-7.82, -7.82]
}